Entry from OMol25: a single C5H6 molecule (the ωB97M-V functional and the def2-TZVPD basis).

XYZ file:
```
11
Properties=species:S:1:pos:R:3
C 2.315 -0.221 -0.633
C 1.002 -0.312 -0.301
C 2.974 0.447 0.373
C -0.257 -0.520 -0.109
C -1.378 0.520 0.443
H 2.772 -0.476 -1.561
H 2.650 0.435 1.470
H -0.666 -1.350 -0.678
H -1.034 1.294 1.322
H -2.253 -0.018 0.750
H -1.694 1.199 -0.303
```

Values from the calculation:
Highest occupied orbital energy (spin up / spin down), eV: -7.77 / -8.27
Energy above the lowest of the compared OMol25 structures with the same formula, charge and spin, kJ/mol: 511.30
Frontier orbital gap (spin up / spin down), eV: 7.6 / 8.1
LUMO energy (spin up / spin down), Eh: -0.008 / -0.005
Maximum force, Eh/bohr: 0.0647

Atomic charges from the Löwdin analysis, expressed in e, are listed below: number 1, C, carries -0.287; number 2, C, carries -0.045; number 3, C, carries 0.113; number 4, C, carries -0.111; number 5, C, carries -0.076; number 6, H, carries 0.077; number 7, H, carries 0.038; number 8, H, carries 0.102; number 9, H, carries 0.124; number 10, H, carries 0.035; number 11, H, carries 0.029